Entry from the Open Molecules 2025 dataset: a molecular structure, C10H24CrN3O4 in a non-equilibrium geometry (ωB97M-V/def2-TZVPD).

As for the multiplicity: 5. For the total energy, the calculation gives -1904.73932 hartree. Its charge is +1.

Each line ends with the natural charge from an NBO analysis.
Atoms and positions in Å:
Cr: 0.651 -2.540 2.370  1.528
C: 2.304 -0.453 0.109  -0.252
O: 1.565 -1.088 1.118  -0.881
H: 3.073 0.202 0.520  0.173
H: 2.880 -1.083 -0.568  0.191
H: 1.657 0.241 -0.427  0.176
C: -2.819 1.773 -1.484  0.534
O: -2.556 1.046 -2.395  -0.579
N: -2.181 1.745 -0.255  -0.458
C: -2.515 2.647 0.900  -0.401
C: -0.950 0.952 -0.100  -0.425
H: -3.476 2.649 -1.601  0.116
H: -3.574 2.876 0.782  0.222
H: -1.866 3.522 0.839  0.199
H: -2.347 2.135 1.847  0.182
H: -0.296 1.005 -0.971  0.223
H: -0.329 1.240 0.748  0.193
H: -1.186 -0.109 -0.018  0.195
C: 1.570 -1.711 -5.411  0.527
O: 1.827 -0.492 -5.349  -0.618
N: 1.730 -2.540 -4.350  -0.436
C: 1.851 -3.961 -4.532  -0.407
C: 1.883 -1.888 -3.061  -0.424
H: 1.305 -2.311 -6.295  0.119
H: 1.572 -4.278 -5.537  0.222
H: 1.308 -4.499 -3.755  0.202
H: 2.925 -4.143 -4.569  0.198
H: 2.929 -1.896 -2.754  0.186
H: 1.623 -0.832 -2.982  0.250
H: 1.326 -2.339 -2.240  0.183
C: -1.207 -0.391 4.097  0.578
O: -0.451 -1.244 3.547  -0.823
N: -0.956 0.966 4.068  -0.361
C: 0.279 1.481 3.445  -0.461
C: -1.647 1.962 4.786  -0.437
H: -2.164 -0.457 4.637  0.175
H: 0.055 2.381 2.873  0.222
H: 0.912 0.889 2.784  0.257
H: 0.992 1.827 4.194  0.222
H: -1.049 2.844 5.015  0.245
H: -2.535 2.408 4.338  0.225
H: -2.112 1.464 5.637  0.223

Forces on atoms 1 to 6 (eV/Å):
Cr 1.2 3.0 -1.8
C 0.3 0.5 0.2
O -1.3 -1.9 1.9
H 0.2 0.0 0.6
H -0.5 -0.4 -0.1
H -0.2 -0.4 -0.4


Entry from the Open Molecules 2025 dataset: a single C10H14N2O3 molecule in a non-equilibrium geometry (ωB97M-V/def2-TZVPD).

The SMILES is C[C@H]1NC(C)(C)/C=C(C(=O)O)\C=N/C1=O. The calculation puts the relative energy (zero: lowest compared OMol25 entry of this formula, charge and spin) at 3.291 eV. As for the multiplicity: 1. For the total energy, the calculation gives -724.59818 hartree. Its charge is 0.

Each line ends with the natural charge from an NBO analysis.
Atoms and positions in Å:
C: -1.102 -1.479 -0.403  -0.051
C: -1.666 -0.907 -1.446  -0.295
C: 0.803 1.020 -2.167  0.633
C: -2.330 -1.876 -2.383  0.777
C: -1.546 0.541 -1.805  0.146
C: 1.239 0.734 -0.714  -0.139
C: -0.331 -0.680 0.657  0.064
C: 2.331 1.620 -0.190  -0.581
C: -1.395 -0.394 1.900  -0.566
C: 0.748 -1.593 1.122  -0.644
N: -0.530 1.077 -2.374  -0.449
N: 0.203 0.547 0.327  -0.627
O: -2.638 -2.994 -2.015  -0.567
O: 1.622 1.220 -3.032  -0.561
O: -2.444 -1.464 -3.662  -0.644
H: -1.217 -2.569 -0.291  0.252
H: -2.366 1.326 -1.767  0.211
H: 1.708 -0.231 -0.763  0.227
H: 1.944 2.522 0.168  0.204
H: 3.087 1.757 -0.836  0.225
H: 2.754 1.146 0.649  0.209
H: -2.220 -0.979 1.688  0.211
H: -1.609 0.651 1.763  0.201
H: -0.876 -0.532 2.868  0.224
H: 1.528 -2.020 0.417  0.224
H: 0.420 -2.471 1.773  0.231
H: 1.431 -0.925 1.750  0.225
H: -2.218 -0.509 -3.675  0.487
H: -0.498 1.307 0.247  0.373

Forces on atoms 1 to 6 (eV/Å):
C 0.4 0.7 1.0
C -0.5 0.2 -0.6
C 0.6 -0.5 -0.5
C -0.2 -1.3 0.4
C 0.4 1.5 -1.1
C -0.6 -1.0 1.1


Entry from the Open Molecules 2025 dataset: a molecular structure, C56H45InO2P3Si (ωB97M-V/def2-TZVPD).

The calculation puts the relative energy (zero: lowest compared OMol25 entry of this formula, charge and spin) at 1.114 eV. As for the multiplicity: 1. For the total energy, the calculation gives -3815.03635 hartree. Its charge is +1.

Each line ends with the Löwdin charge.
Atoms and positions in Å:
In: 0.224 0.056 -0.320  0.597
C: -4.502 4.641 0.868  -0.065
C: -4.099 3.928 -0.253  -0.060
C: -3.271 2.827 -0.107  -0.099
C: -2.849 2.422 1.157  -0.348
C: -3.256 3.142 2.278  -0.076
C: -4.079 4.249 2.130  -0.062
P: -1.802 0.945 1.291  1.046
C: -1.134 1.056 2.980  -0.390
C: -0.040 1.909 3.150  -0.108
C: 0.538 2.068 4.396  -0.067
C: 0.028 1.376 5.491  -0.064
C: -1.055 0.531 5.328  -0.068
C: -1.634 0.366 4.074  -0.083
C: -2.939 -0.479 1.251  -0.350
C: -4.153 -0.400 1.933  -0.084
C: -5.025 -1.475 1.964  -0.054
C: -4.692 -2.650 1.307  -0.055
C: -3.497 -2.731 0.611  -0.086
C: -2.600 -1.657 0.555  -0.265
Si: -1.111 -2.017 -0.545  0.626
C: -1.605 -2.240 -2.355  -0.263
C: -1.944 -3.503 -2.862  -0.087
C: -2.175 -3.718 -4.210  -0.057
C: -2.072 -2.664 -5.105  -0.051
C: -1.793 -1.398 -4.626  -0.074
C: -1.578 -1.171 -3.267  -0.378
P: -1.439 0.577 -2.718  1.035
C: -2.840 1.323 -3.610  -0.373
C: -4.105 1.093 -3.068  -0.112
C: -5.236 1.589 -3.692  -0.069
C: -5.115 2.334 -4.859  -0.070
C: -3.860 2.568 -5.401  -0.066
C: -2.724 2.062 -4.783  -0.086
C: 0.110 1.149 -3.480  -0.388
C: 0.388 2.512 -3.603  -0.131
C: 1.662 2.940 -3.937  -0.060
C: 2.682 2.019 -4.134  -0.054
C: 2.419 0.664 -4.012  -0.058
C: 1.140 0.229 -3.690  -0.102
C: -0.045 -3.402 0.184  -0.263
C: -0.241 -4.743 -0.175  -0.085
C: 0.569 -5.760 0.303  -0.057
C: 1.610 -5.467 1.169  -0.051
C: 1.801 -4.159 1.575  -0.088
C: 0.989 -3.130 1.101  -0.380
P: 1.187 -1.476 1.873  1.050
C: 2.873 -0.931 1.484  -0.388
C: 3.697 -1.583 0.570  -0.077
C: 4.909 -1.016 0.199  -0.065
C: 5.307 0.196 0.741  -0.059
C: 4.487 0.855 1.648  -0.055
C: 3.273 0.301 2.008  -0.119
C: 1.148 -1.947 3.630  -0.354
C: 2.173 -1.645 4.517  -0.074
C: 2.084 -2.050 5.844  -0.068
C: 0.984 -2.769 6.281  -0.074
C: -0.040 -3.080 5.392  -0.074
C: 0.036 -2.660 4.077  -0.102
H: -5.144 5.504 0.758  0.110
H: -4.423 4.229 -1.240  0.110
H: -2.952 2.280 -0.984  0.052
H: -2.924 2.848 3.266  0.106
H: -4.390 4.806 3.003  0.110
H: 0.371 2.446 2.302  0.103
H: 1.386 2.730 4.515  0.114
H: 0.479 1.496 6.467  0.111
H: -1.449 -0.015 6.174  0.112
H: -2.476 -0.305 3.960  0.103
H: -4.421 0.518 2.442  0.112
H: -5.961 -1.396 2.500  0.113
H: -5.365 -3.496 1.328  0.113
H: -3.266 -3.656 0.092  0.102
H: -2.045 -4.349 -2.201  0.076
H: -2.433 -4.708 -4.561  0.113
H: -2.233 -2.822 -6.162  0.114
H: -1.763 -0.564 -5.316  0.113
H: -4.207 0.515 -2.154  0.107
H: -6.212 1.397 -3.267  0.110
H: -5.997 2.726 -5.345  0.109
H: -3.763 3.141 -6.313  0.110
H: -1.755 2.235 -5.230  0.102
H: -0.388 3.246 -3.421  0.107
H: 1.862 4.000 -4.030  0.118
H: 3.678 2.360 -4.380  0.113
H: 3.207 -0.059 -4.170  0.112
H: 0.939 -0.836 -3.622  0.105
H: -1.041 -5.021 -0.842  0.074
H: 0.386 -6.781 -0.001  0.112
H: 2.253 -6.251 1.543  0.114
H: 2.581 -3.934 2.292  0.121
H: 3.394 -2.529 0.138  0.101
H: 5.542 -1.526 -0.515  0.108
H: 6.249 0.636 0.447  0.110
H: 4.777 1.817 2.046  0.116
H: 2.614 0.845 2.676  0.097
H: 3.044 -1.098 4.180  0.099
H: 2.885 -1.811 6.529  0.109
H: 0.924 -3.093 7.311  0.107
H: -0.897 -3.648 5.728  0.109
H: -0.766 -2.906 3.388  0.111
C: 0.368 3.605 -0.795  -0.006
C: 1.624 2.851 -0.419  -0.633
O: 2.681 3.403 -0.278  0.099
O: 1.499 1.544 -0.184  -0.196
H: 0.597 4.308 -1.592  0.084
H: 0.046 4.189 0.069  0.098
H: -0.453 2.956 -1.095  0.032

Forces on atoms 1 to 6 (eV/Å):
In -0.7 0.5 0.4
C 0.0 0.0 0.0
C 0.0 0.0 0.0
C 0.0 0.0 -0.1
C -0.1 0.0 0.0
C 0.0 0.0 0.0


Entry from the Open Molecules 2025 dataset: 3 unconnected molecules or ions with the total composition C36H60F10NO4S in a non-equilibrium geometry (ωB97M-V/def2-TZVPD).

As for the multiplicity: 1. For the total energy, the calculation gives -3159.99598 hartree. Its charge is +1.

Each line ends with the Löwdin charge.
Atoms and positions in Å:
C: -4.058 -0.125 2.991  -0.103
C: -4.323 0.054 4.498  -0.236
C: -3.388 1.083 5.155  -0.222
C: -4.035 1.858 6.310  -0.199
C: -3.424 3.232 6.568  -0.206
C: -1.985 3.175 7.087  -0.150
C: -0.896 3.136 6.020  -0.139
O: -0.328 1.800 5.929  0.019
C: 0.715 1.663 5.114  -0.480
O: 1.842 1.600 5.486  0.223
C: 0.502 1.406 3.638  0.065
C: 0.719 2.434 2.700  -0.065
C: 1.079 3.849 3.088  -0.112
C: 2.514 4.277 2.745  -0.131
C: 2.879 4.711 1.301  -0.397
C: 1.736 5.323 0.484  -0.061
C: 3.605 3.615 0.512  -0.062
C: 0.633 2.087 1.363  0.039
N: 0.391 0.815 0.985  -0.058
S: 0.449 0.431 -0.711  0.809
O: 0.924 -0.906 -0.792  -0.202
O: 1.180 1.485 -1.319  -0.213
C: -1.309 0.409 -1.376  -0.423
F: -2.047 -0.238 -0.465  0.143
F: -1.197 -0.337 -2.470  0.161
C: -1.940 1.819 -1.693  -0.358
F: -2.983 1.976 -0.856  0.167
F: -1.063 2.802 -1.438  0.143
C: -2.497 1.957 -3.142  -0.338
F: -3.409 1.000 -3.332  0.183
F: -3.106 3.157 -3.165  0.174
C: -1.409 1.923 -4.280  -0.531
F: -0.195 1.787 -3.732  0.169
F: -1.635 0.886 -5.076  0.187
F: -1.436 3.044 -4.978  0.212
C: 0.181 -0.182 1.880  0.035
C: 0.243 0.079 3.228  -0.025
C: 0.067 -1.040 4.239  -0.299
C: 0.136 -2.451 3.695  -0.002
F: -1.151 -0.837 4.870  0.016
H: -4.147 -1.167 2.695  0.068
H: -3.062 0.234 2.726  0.042
H: -4.775 0.457 2.413  0.071
H: -4.186 -0.909 4.986  0.105
H: -5.359 0.355 4.642  0.100
H: -2.537 0.528 5.553  0.083
H: -2.996 1.774 4.403  0.104
H: -3.946 1.278 7.229  0.120
H: -5.093 1.995 6.084  0.108
H: -3.494 3.870 5.685  0.113
H: -4.033 3.709 7.338  0.112
H: -1.798 4.080 7.663  0.116
H: -1.866 2.318 7.747  0.128
H: -0.093 3.825 6.286  0.130
H: -1.294 3.434 5.046  0.121
H: 0.326 4.530 2.696  0.125
H: 1.001 3.902 4.172  0.099
H: 3.200 3.491 3.062  0.121
H: 2.725 5.125 3.398  0.122
H: 3.620 5.502 1.421  0.129
H: 1.237 4.603 -0.167  0.063
H: 1.000 5.839 1.098  0.077
H: 2.142 6.081 -0.185  0.088
H: 4.090 4.044 -0.364  0.090
H: 4.369 3.142 1.125  0.083
H: 2.936 2.841 0.136  0.047
H: 0.788 2.811 0.579  0.109
H: 0.016 -1.166 1.469  0.139
H: 0.851 -0.922 4.992  0.159
H: -0.822 -2.741 3.266  0.100
H: 0.404 -3.148 4.482  0.096
H: 0.891 -2.548 2.915  0.085
C: 6.202 -5.668 0.997  -0.106
C: 5.541 -4.392 1.509  -0.270
C: 4.106 -4.212 1.016  -0.236
C: 3.955 -4.095 -0.502  -0.225
C: 4.748 -2.956 -1.142  -0.258
C: 4.331 -1.578 -0.638  -0.109
H: 6.272 -5.679 -0.091  0.067
H: 7.216 -5.764 1.387  0.072
H: 5.640 -6.550 1.308  0.077
H: 6.147 -3.527 1.226  0.098
H: 5.532 -4.411 2.602  0.104
H: 3.675 -3.327 1.497  0.088
H: 3.506 -5.061 1.359  0.109
H: 2.893 -3.958 -0.735  0.106
H: 4.245 -5.037 -0.972  0.104
H: 4.602 -2.998 -2.224  0.108
H: 5.819 -3.098 -0.975  0.101
H: 3.276 -1.400 -0.841  0.039
H: 4.905 -0.793 -1.133  0.074
H: 4.495 -1.474 0.437  0.066
C: -2.012 -1.805 -6.267  -0.127
C: -2.275 -3.133 -6.970  -0.264
C: -1.472 -3.307 -8.258  -0.228
C: -1.766 -2.271 -9.345  -0.229
C: -3.228 -2.198 -9.783  -0.271
C: -3.746 -3.497 -10.394  -0.110
H: -2.286 -0.956 -6.895  0.061
H: -2.593 -1.732 -5.346  0.064
H: -0.955 -1.707 -6.008  0.075
H: -3.344 -3.229 -7.178  0.100
H: -2.023 -3.951 -6.291  0.105
H: -1.647 -4.311 -8.651  0.102
H: -0.404 -3.264 -8.018  0.109
H: -1.147 -2.502 -10.217  0.110
H: -1.448 -1.282 -9.004  0.099
H: -3.328 -1.397 -10.518  0.104
H: -3.861 -1.915 -8.937  0.096
H: -3.157 -3.776 -11.270  0.076
H: -4.785 -3.393 -10.710  0.070
H: -3.704 -4.324 -9.684  0.065

Forces on atoms 1 to 6 (eV/Å):
C -0.2 0.1 0.3
C 0.3 0.1 -0.3
C -0.1 -0.4 0.5
C 0.1 0.2 -0.5
C -0.1 -0.4 0.4
C 0.0 0.3 -0.3


Entry from the Open Molecules 2025 dataset: a molecular structure, C15H9AsBr2NO7OsS in a non-equilibrium geometry (ωB97M-V/def2-TZVPD).

As for the multiplicity: 1. For the total energy, the calculation gives -9030.83967 hartree. Its charge is +1.

Each line ends with the natural charge from an NBO analysis.
Atoms and positions in Å:
Os: -0.494 0.538 0.925  1.638
Br: 0.177 5.463 1.616  0.171
C: 1.463 4.134 1.404  -0.108
C: 2.841 4.472 1.405  -0.233
C: 3.812 3.521 1.281  -0.047
Br: 5.617 4.031 1.313  0.142
C: 3.463 2.151 1.132  -0.123
C: 4.349 1.060 1.027  -0.063
C: 3.855 -0.216 0.903  -0.256
C: 2.473 -0.429 0.859  0.118
N: 1.624 0.583 0.945  -0.491
C: 2.094 1.856 1.099  0.132
C: 1.093 2.829 1.261  0.274
O: -0.187 2.383 1.294  -0.554
H: 3.120 5.510 1.517  0.260
H: 5.416 1.235 1.055  0.252
H: 4.514 -1.068 0.831  0.252
H: 2.039 -1.412 0.736  0.244
O: -4.098 0.837 -1.190  -0.969
As: -2.668 0.125 -0.572  2.379
O: -1.049 0.779 -0.832  -0.799
O: -2.504 0.542 1.070  -0.983
C: -2.760 -1.625 -1.282  -0.481
C: -3.268 -1.727 -2.569  -0.159
C: -3.200 -2.950 -3.230  -0.184
C: -2.612 -4.040 -2.618  -0.145
C: -2.080 -3.932 -1.333  -0.201
C: -2.157 -2.728 -0.666  -0.225
S: -1.464 -2.609 0.967  2.392
O: -2.478 -2.150 1.858  -0.902
O: -0.701 -3.776 1.237  -0.897
O: -0.464 -1.432 0.664  -0.959
H: -4.258 1.725 -0.835  0.531
H: -3.731 -0.881 -3.060  0.246
H: -3.607 -3.036 -4.228  0.243
H: -2.560 -4.988 -3.136  0.242
H: -1.609 -4.775 -0.847  0.264

Forces on atoms 1 to 6 (eV/Å):
Os 2.9 0.3 -0.3
Br 0.0 0.1 0.0
C 0.2 0.2 0.1
C -0.1 0.1 0.0
C 0.0 0.0 0.0
Br 0.0 0.0 0.0


> Among the records above, which one has the highest multiplicity?

C10H24CrN3O4